Density functional theory data (wB97M-V/def2-TZVPD) for a cluster of 3 separate species, C25H52BF8N3O6PSi in total.

Results
- max |F| (Eh/bohr) = 0.06779
- LUMO energy (eV) = 2.04
- HOMO-LUMO gap (Ha) = 0.2415
- calculated total energy (Eh) = -3054.0339
- net charge = -1

The geometry in XYZ format:
```
97
C25H52BF8N3O6PSi | the OMol25 dataset | wB97M-V/def2-TZVPD
C -1.1627 3.3234 4.1264
C -0.8618 3.5003 2.9636
P -0.1822 3.9158 1.1772
C 0.1523 5.6371 2.0084
N 0.3954 6.7525 1.0468
C 1.7777 7.2704 1.1602
C 0.2222 4.4746 -0.6068
O 1.6182 4.7301 -0.8700
C 1.8636 4.9987 -2.2436
C 1.2523 6.3475 -2.7824
Si -2.3337 4.3057 0.6297
C -3.6062 3.5447 1.8746
C -2.8844 3.6263 -1.0717
C -2.7848 6.1921 0.6033
O 1.5055 3.6401 1.5758
C 1.8965 2.2498 1.5020
C 3.3484 2.3629 0.8313
C 2.2717 1.9125 2.9936
F 1.2984 1.5081 3.8611
F 3.2421 0.9004 2.9980
F 2.7973 3.0584 3.5825
C 0.7876 1.4278 0.6760
B 0.2515 0.0111 1.3472
C -1.2851 -0.4340 1.4264
O 1.1845 -0.8785 1.9519
C 1.1397 0.9578 -0.7901
F 2.1402 -0.0301 -0.6833
F 1.7081 1.9393 -1.6011
C -0.0227 0.3068 -1.6461
F 0.2320 0.6358 -2.9859
F -1.2739 0.7741 -1.4242
F 0.0031 -1.0787 -1.6709
O -0.4010 2.2237 0.8527
H -1.3949 3.1931 5.2002
H -0.7011 5.8966 2.7013
H 1.0741 5.5565 2.6618
H -0.2146 7.5222 1.3443
H 1.9815 7.6301 2.2173
H 1.9256 8.0777 0.3945
H 2.5274 6.4631 0.9469
H -0.4542 5.3109 -0.9608
H -0.0559 3.5932 -1.2777
H 1.4089 4.1593 -2.8501
H 2.9702 4.9799 -2.4849
H 0.1217 6.2772 -2.7757
H 1.4972 7.2492 -2.1571
H 1.5317 6.4757 -3.8688
H -3.3574 2.4693 2.1197
H -4.5896 3.5176 1.3215
H -3.6395 4.1040 2.8423
H -3.8633 4.1515 -1.3186
H -3.1504 2.5449 -0.9408
H -2.2013 3.8423 -1.9297
H -2.1590 6.7032 -0.1874
H -2.7039 6.6722 1.6105
H -3.8435 6.2225 0.1949
H 3.3169 3.0067 -0.0934
H 4.1112 2.8142 1.5090
H 3.7481 1.3577 0.5118
H -2.0142 0.2683 0.9511
H -1.6175 -0.5525 2.5036
H -1.3778 -1.4189 0.8701
H 0.6470 -1.2917 2.6597
C 2.2381 -3.1864 -0.1967
C 2.4002 -4.1000 1.0140
C 3.0005 -5.4772 0.6739
O 2.0949 -6.3800 0.0500
C 1.9165 -6.1688 -1.3389
N 1.1037 -4.2301 1.6926
H 1.3752 -3.4511 -0.8107
H 2.0902 -2.1575 0.1250
H 3.1290 -3.2114 -0.8310
H 3.0958 -3.6046 1.6997
H 3.2914 -5.9594 1.6127
H 3.9171 -5.3794 0.0787
H 2.8362 -5.8322 -1.8263
H 1.1099 -5.4531 -1.5094
H 1.6144 -7.1165 -1.7907
H 1.2356 -4.7530 2.5557
H 0.5240 -4.8464 1.1243
C -2.3419 -6.3808 -2.3889
C -2.1766 -7.2898 -1.1748
C -1.5697 -8.6673 -1.5099
O -2.4745 -9.5719 -2.1305
C -2.6539 -9.3667 -3.5202
N -3.4717 -7.4236 -0.4981
H -3.2027 -6.6523 -3.0019
H -2.4957 -5.3478 -2.0699
H -1.4509 -6.4032 -3.0221
H -1.4841 -6.7879 -0.4905
H -1.2779 -9.1443 -0.5693
H -0.6525 -8.5706 -2.1044
H -1.7337 -9.0322 -4.0086
H -3.4600 -8.6525 -3.6981
H -2.9545 -10.3171 -3.9655
H -3.3384 -7.9425 0.3668
H -4.0472 -8.0452 -1.0648
```

=====

Density functional theory data (wB97M-V/def2-TZVPD) for a structure of composition C15H18NO9P2SZn.

Results
- max |F| (Eh/bohr) = 0.01206
- LUMO energy (eV) = 2.24
- HOMO-LUMO gap (Ha) = 0.2853
- calculated total energy (Eh) = -4174.8208
- net charge = -1

The geometry in XYZ format:
```
47
C15H18NO9P2SZn | the OMol25 dataset | wB97M-V/def2-TZVPD
Zn 0.3250 0.4137 0.6446
C 3.2767 -1.9550 3.0431
C 2.7002 -2.1268 1.6438
O 3.2660 -3.2896 1.0010
P 3.1035 -0.6852 0.5672
O 4.3494 -1.2152 -0.2898
O 3.5718 0.4861 1.3880
O 1.9198 -0.4010 -0.3492
P 0.8643 -2.3585 1.7388
O 0.4951 -2.7855 0.2229
O 0.5867 -3.5173 2.6168
O 0.2568 -0.9987 2.0530
H 4.3609 -1.8441 2.9967
H 3.0199 -2.8299 3.6411
H 2.8564 -1.0675 3.5155
H 2.6931 -4.0370 1.2193
H 4.2424 -2.1664 -0.4356
H 2.8870 1.7039 1.3779
H 0.7417 -2.0820 -0.3980
N -1.7795 1.6124 -1.0358
C -1.3988 0.5432 -0.4274
H -2.6900 1.4723 -1.4899
C -5.4248 -9.3351 -0.5171
C -5.0682 -7.8720 -0.6206
O -4.7354 -7.3339 -1.6386
S -5.1521 -7.0499 0.9675
C -4.4850 -5.4511 0.5804
C -3.2202 -5.1175 1.0524
C -2.6899 -3.8681 0.7817
C -3.4202 -2.9446 0.0251
C -4.6872 -3.2957 -0.4446
C -5.2233 -4.5404 -0.1630
C -2.8454 -1.6619 -0.2501
C -2.1990 -0.6535 -0.4008
H -5.8426 -9.6767 -1.4616
H -6.1213 -9.5174 0.3003
H -4.5072 -9.8916 -0.3182
H -2.6521 -5.8343 1.6307
H -1.7026 -3.6050 1.1407
H -5.2519 -2.5795 -1.0267
H -6.2080 -4.8097 -0.5210
C 0.1144 3.4098 1.5749
C 1.0350 2.2546 1.4044
O 2.2575 2.5526 1.5688
H 0.6181 4.3041 1.9475
H -0.7250 3.1273 2.2123
H -0.3202 3.5909 0.5846
```

=====

Density functional theory data (wB97M-V/def2-TZVPD) for the molecule C6H11BO2.

Results
- max |F| (Eh/bohr) = 0.07536
- energy relative to the best compared isomer or geometry (same formula, charge and spin) (kJ/mol) = 163.7
- LUMO energy (eV) = -0.36
- HOMO-LUMO gap (Ha) = 0.3314
- calculated total energy (Eh) = -410.5331

The geometry in XYZ format:
```
20
C6H11BO2 | the OMol25 dataset | wB97M-V/def2-TZVPD
B 1.6348 0.2173 0.0530
C -0.2736 -0.9970 -0.0336
C -1.0912 -2.0344 -0.0673
C -0.9578 0.3064 0.0370
C 3.3047 0.0894 0.0278
C -1.5882 0.7221 -1.2123
C -1.3963 0.7974 1.3558
O 1.0158 -1.0156 0.1791
O 0.9797 1.3210 -0.1296
H -0.7477 -3.0720 -0.3217
H -2.0941 -1.8237 -0.3886
H 3.7783 -0.4470 -0.8214
H 3.5072 -0.3584 1.0019
H 3.7180 1.1418 0.0321
H -2.6416 0.3920 -1.0131
H -1.1409 0.1667 -2.0612
H -1.5890 1.8041 -1.3942
H -1.7780 -0.0111 1.9088
H -2.1071 1.6079 1.0902
H -0.5331 1.1929 1.7574
```

=====

Density functional theory data (wB97M-V/def2-TZVPD) for a structure of composition C24H32Cl2IrN3O4PS3Te.

Results
- max |F| (Eh/bohr) = 0.01594
- energy relative to the best compared isomer or geometry (same formula, charge and spin) (kJ/mol) = 42.9
- LUMO energy (eV) = -2.80
- HOMO-LUMO gap (Ha) = 0.2400
- calculated total energy (Eh) = -4227.6119
- net charge = +1

The geometry in XYZ format:
```
71
C24H32Cl2IrN3O4PS3Te | the OMol25 dataset | wB97M-V/def2-TZVPD
Ir 0.0036 -0.5033 0.4691
C 2.7140 1.9188 -0.6737
C 1.3355 2.3791 -0.3522
N 0.3041 1.6097 -0.1077
C -0.8697 2.3223 0.0172
C -0.7252 3.6646 -0.0786
S 0.9133 4.0376 -0.3926
C -2.0917 1.5393 0.1506
C -3.3621 2.0000 0.1806
S -4.4480 0.6975 0.3477
C -3.1577 -0.4179 0.3619
N -1.9776 0.1525 0.2390
C -3.4569 -1.8723 0.4445
H 2.7250 0.8378 -0.7912
H 3.4060 2.1668 0.1285
H 3.0585 2.3958 -1.5913
H -1.4792 4.4307 -0.0133
H -3.6975 3.0214 0.1233
H -4.4016 -2.0354 0.9610
H -2.6637 -2.4067 0.9609
H -3.5455 -2.2855 -0.5619
Cl 0.2220 -0.8980 -1.8470
C -0.7312 -2.3742 -2.0380
C -1.2553 -2.6439 -3.2830
C -1.9814 -3.8155 -3.4444
C -2.1647 -4.6696 -2.3694
C -1.6274 -4.3550 -1.1297
Cl -1.9113 -5.4299 0.1952
C -0.8869 -3.1892 -0.9215
S -0.1264 -2.8185 0.6182
H -1.0978 -1.9622 -4.1075
H -2.4035 -4.0594 -4.4090
H -2.7298 -5.5843 -2.4806
C 1.9290 2.8650 3.6981
C 2.9442 1.8033 3.3497
O 2.4374 1.0531 2.2297
P 2.8776 -0.4563 1.9402
O 1.9818 -0.8816 0.7567
Te 2.9272 -1.8507 3.8049
O 4.3216 -0.2170 1.3137
C 5.2859 -1.2823 1.1308
C 6.5331 -0.9596 1.9148
H 2.2852 3.4643 4.5362
H 0.9812 2.4052 3.9757
H 1.7535 3.5312 2.8515
H 3.1168 1.1215 4.1848
H 3.9004 2.2432 3.0576
H 5.4771 -1.3389 0.0595
H 4.8488 -2.2258 1.4610
H 6.9437 0.0032 1.6100
H 7.2881 -1.7272 1.7411
H 6.3088 -0.9296 2.9809
O -0.2679 -0.1003 2.4450
C -0.9533 -0.6262 3.3688
C -1.1119 0.1646 4.6384
C -0.8735 -0.5810 5.9802
C -0.6745 -2.0948 5.9057
C -1.8980 -2.8852 5.4555
C -2.5639 -2.2508 4.2398
N -1.6107 -1.7611 3.2420
H -2.1309 0.5662 4.6064
H -0.4426 1.0149 4.5466
H -1.7012 -0.3511 6.6552
H 0.0215 -0.1550 6.4323
H -0.3608 -2.4494 6.8886
H 0.1548 -2.3060 5.2312
H -2.6455 -2.9385 6.2507
H -1.6014 -3.9107 5.2276
H -3.1857 -1.4085 4.5476
H -3.2186 -2.9563 3.7296
H -1.4045 -2.3381 2.4283
```

=====

Density functional theory data (wB97M-V/def2-TZVPD) for a cluster of 9 separate species, C44H113N11O16 in total.

Results
- max |F| (Eh/bohr) = 0.06310
- energy relative to the best compared isomer or geometry (same formula, charge and spin) (kJ/mol) = 154.4
- LUMO energy (eV) = 0.65
- HOMO-LUMO gap (Ha) = 0.3317
- structure (SMILES) = COCCNCCOC.COCCNCCOC.COCCNCCOC.COCCNCCOC.COCCNCCOC.COCCNCCOC.COCCNCCOC.NC(N)=O.NC(N)=O
- calculated total energy (Eh) = -3550.0561

The geometry in XYZ format:
```
184
C44H113N11O16 | the OMol25 dataset | wB97M-V/def2-TZVPD
C 5.4429 4.8685 0.3719
O 4.9083 5.3043 -0.8946
C 5.2271 4.2800 -1.8469
C 4.6595 4.6463 -3.2132
N 3.2846 5.0425 -3.2281
C 2.3851 4.3399 -2.3977
C 1.0097 4.3195 -2.9835
O 0.1445 3.6221 -2.1317
C -1.2231 4.0051 -2.2876
H 5.5813 5.7264 0.9863
H 6.4359 4.2987 0.3110
H 4.5738 4.3087 0.8861
H 4.7395 3.3225 -1.5440
H 6.2563 4.0372 -1.8887
H 4.7780 3.7029 -3.7347
H 5.2854 5.4182 -3.6311
H 3.2031 6.0279 -3.1284
H 2.3080 4.6419 -1.3564
H 2.7275 3.2938 -2.3064
H 0.9816 3.8413 -3.9749
H 0.5750 5.3387 -3.0875
H -1.8327 3.6283 -1.4831
H -1.4696 3.7199 -3.3187
H -1.3181 5.0787 -2.1865
C -0.6146 -0.0165 5.5610
O 0.2420 -0.9302 4.9092
C 1.4671 -0.4731 4.6342
C 2.3265 -1.3843 3.7536
N 1.7551 -1.8042 2.4834
C 2.6677 -2.4539 1.5977
C 1.9799 -3.0556 0.3894
O 1.0068 -4.0558 0.6444
C 0.5298 -4.5615 -0.6093
H -1.6336 -0.3892 5.4058
H -0.5616 0.9380 5.0296
H -0.3215 0.0974 6.6329
H 2.0380 -0.3845 5.5890
H 1.3992 0.5403 4.1761
H 2.6798 -2.2220 4.3543
H 3.2126 -0.8060 3.5680
H 1.0070 -2.4574 2.7175
H 3.1996 -3.2504 2.0981
H 3.4824 -1.8550 1.1878
H 2.8269 -3.5742 -0.1536
H 1.5505 -2.3060 -0.3013
H 0.2739 -3.6689 -1.1959
H -0.3314 -5.2109 -0.4518
H 1.3005 -5.1919 -1.0538
C 0.2650 -4.8302 -4.2383
O 0.9531 -3.6309 -4.4832
C 0.3896 -2.5051 -3.8803
C -0.7963 -1.9611 -4.6533
N -0.3421 -1.2080 -5.8057
C -1.4408 -0.6959 -6.5060
C -1.2117 0.3380 -7.5866
O -1.4559 -0.3749 -8.8032
C -1.6797 0.3634 -9.9571
H 0.1860 -4.9597 -3.1347
H 0.8718 -5.6236 -4.6180
H -0.7682 -4.9164 -4.6258
H 1.1189 -1.7078 -3.8707
H 0.0540 -2.7092 -2.8742
H -1.2298 -1.2682 -3.9455
H -1.4453 -2.7335 -4.9531
H 0.2228 -1.8756 -6.3254
H -2.0398 -0.1517 -5.7946
H -2.0925 -1.4568 -6.8965
H -0.1742 0.7380 -7.5772
H -1.8626 1.2680 -7.5144
H -2.7101 0.6486 -10.1125
H -1.2780 -0.2331 -10.7589
H -0.9973 1.2052 -9.9610
C -1.2204 -3.6939 3.7333
O -1.8381 -4.9997 3.5992
C -1.7638 -5.4130 2.2580
C -2.9415 -6.2161 1.9434
N -4.1439 -5.4585 1.9175
C -5.3240 -6.2965 1.8384
C -6.5628 -5.4626 2.1533
O -7.7066 -6.1554 2.7079
C -8.1563 -7.1813 1.8467
H -0.1142 -3.7719 3.7395
H -1.3627 -3.3026 4.7218
H -1.4821 -2.9674 2.9716
H -0.8547 -6.0165 2.1592
H -1.7346 -4.5397 1.5917
H -3.0938 -6.9965 2.7570
H -2.7420 -6.7265 1.0016
H -4.1172 -4.7938 2.6467
H -5.2532 -7.1320 2.5764
H -5.3984 -6.7898 0.8617
H -6.8167 -4.9487 1.1900
H -6.4164 -4.6602 2.8958
H -9.1807 -7.4278 2.0479
H -7.6152 -8.1159 1.9495
H -8.2144 -6.8476 0.8269
C -7.1506 -0.9770 1.7512
O -5.9602 -0.9364 1.0129
C -4.9159 -0.4685 1.8085
C -4.9207 1.0017 2.1816
N -5.3839 1.8872 1.0900
C -4.4119 1.9138 -0.0375
C -4.6776 3.0910 -0.9931
O -4.4900 4.3136 -0.2934
C -4.3161 5.4664 -1.1592
H -7.5480 -2.0106 1.6048
H -7.8501 -0.2505 1.3439
H -7.0422 -0.8449 2.8193
H -3.9962 -0.6949 1.2299
H -4.7304 -1.0392 2.7096
H -3.8519 1.2887 2.5511
H -5.5282 1.1216 3.1131
H -5.6834 2.7937 1.3714
H -4.5237 1.0098 -0.6709
H -3.4427 1.8525 0.4905
H -5.7419 3.0147 -1.3639
H -4.0399 2.9320 -1.8884
H -3.6629 5.2053 -1.9852
H -3.8588 6.2899 -0.6374
H -5.3012 5.7383 -1.5440
C -1.4664 4.4067 7.0176
O -1.4569 3.9078 5.6659
C -1.9843 4.8942 4.7706
C -1.7802 4.4519 3.2904
N -0.4088 4.1579 3.0086
C -0.1239 3.8963 1.5938
C 1.3807 3.5528 1.4212
O 1.6941 2.3018 1.9795
C 3.1006 2.0639 2.0849
H -1.0291 3.5951 7.5959
H -2.4970 4.5649 7.3597
H -0.8931 5.3415 7.1203
H -1.4883 5.8362 5.0672
H -3.0696 5.1281 5.0485
H -2.1380 5.2162 2.5842
H -2.4285 3.5245 3.3362
H -0.1687 3.3056 3.4991
H -0.3778 4.8068 1.0184
H -0.6111 2.9874 1.1134
H 2.0085 4.3526 1.8392
H 1.4925 3.3607 0.3006
H 3.2464 0.9943 2.0680
H 3.5486 2.4058 3.1153
H 3.6675 2.5418 1.2671
C 10.7141 2.4683 0.7349
O 9.6412 1.5217 0.8893
C 9.9258 0.4502 0.0158
C 8.9539 -0.7011 0.3482
N 7.5588 -0.6158 0.0809
C 7.1247 -1.0446 -1.2310
C 5.6394 -1.0939 -1.3219
O 5.0933 0.1445 -1.0233
C 3.7073 0.1924 -1.1544
H 11.6872 2.0401 0.7515
H 10.5883 3.2016 1.6140
H 10.6070 3.0065 -0.2247
H 10.9640 0.0387 0.1512
H 9.8401 0.8965 -0.9437
H 9.0974 -0.9497 1.4099
H 9.2711 -1.5648 -0.2172
H 7.3138 0.3228 0.3730
H 7.4110 -2.0760 -1.3609
H 7.4833 -0.2989 -2.0660
H 5.2983 -1.9056 -0.6278
H 5.4804 -1.4635 -2.3418
H 3.1755 -0.1923 -0.2841
H 3.4135 -0.3802 -2.0082
H 3.4570 1.2597 -1.2655
N -3.8669 -1.6212 -1.5325
C -3.6118 -2.8137 -1.0312
N -4.7268 -3.3868 -0.4449
O -2.5391 -3.4074 -1.0897
H -4.7154 -1.2547 -1.0784
H -3.0473 -1.0161 -1.6393
H -4.4798 -4.1483 0.1826
H -5.3840 -2.7108 -0.0170
N -1.1530 -0.9292 0.4562
C -0.9460 0.0288 -0.5467
N -0.0313 1.0065 -0.3159
O -1.6333 0.0625 -1.5602
H -1.5224 -1.8726 0.2018
H -0.4434 -0.9943 1.2082
H 0.6176 0.8202 0.4289
H 0.2184 1.5441 -1.1472
```

=====

Density functional theory data (wB97M-V/def2-TZVPD) for the molecule C4H6O2.

Results
- max |F| (Eh/bohr) = 0.01249
- energy relative to the best compared isomer or geometry (same formula, charge and spin) (kJ/mol) = 151.5
- LUMO energy (eV) = 0.89
- HOMO-LUMO gap (Ha) = 0.3990
- structure (SMILES) = C[C@H]1OCC1=O
- calculated total energy (Eh) = -306.4486

The geometry in XYZ format:
```
12
C4H6O2 | the OMol25 dataset | wB97M-V/def2-TZVPD
C 1.4330 -0.1166 0.6977
C -0.0842 -0.0911 0.6854
O -0.6094 1.1723 0.2263
C -1.1723 0.6262 -0.9735
C -0.7365 -0.7659 -0.5224
O -0.8354 -1.8844 -0.9372
H 1.8039 -1.0399 1.1524
H 1.8306 -0.0436 -0.3200
H 1.8040 0.7379 1.2715
H -0.5088 -0.3737 1.6579
H -0.6715 0.9919 -1.8794
H -2.2533 0.7869 -1.0587
```

=====

Q: max |F| of number 4 (C24H32Cl2IrN3O4PS3Te)?
A: 0.01594 Eh/bohr

=====

Q: The lowest LUMO energy belongs to which entry?
A: C24H32Cl2IrN3O4PS3Te